Molecular formula: C16H64O16
Method: DFT, ωB97M-V with the def2-TZVPD basis set

Each line ends with the Löwdin charge.
Element x y z (Å)
C1 1.7855 -2.7180 -1.9089  -0.131
O1 2.1459 -1.4322 -1.3672  -0.171
H1 0.7726 -2.9558 -2.1481  0.065
H2 2.3983 -2.9532 -2.7998  0.085
H3 1.9800 -3.4911 -1.1595  0.075
H4 2.8925 -1.6510 -0.7146  0.063
C2 -2.6713 0.9330 3.2191  -0.141
O2 -3.2573 0.4459 2.0294  -0.109
H5 -3.4451 1.0219 3.9825  0.087
H6 -1.9386 0.2625 3.5686  0.038
H7 -2.1159 1.8642 3.1108  0.062
H8 -2.9589 0.8172 1.2128  0.015
C3 2.9884 -1.8134 5.8979  -0.190
O3 1.7687 -2.2727 6.4378  -0.130
H9 3.8498 -2.5082 6.0366  0.079
H10 2.9365 -1.5913 4.7659  0.080
H11 3.3667 -0.9071 6.3893  0.076
H12 1.3189 -2.7887 5.7435  0.056
C4 -1.7878 4.7292 -2.3667  -0.146
O4 -0.7197 4.4586 -3.2525  -0.129
H13 -2.6050 5.2592 -2.8510  0.080
H14 -2.3080 3.9062 -1.8324  0.078
H15 -1.4241 5.4156 -1.6084  0.077
H16 -0.1011 3.8990 -2.7272  0.071
C5 -2.7297 2.3572 -5.2412  -0.149
O5 -1.4791 2.2313 -4.6423  -0.150
H17 -3.5250 2.2899 -4.4744  0.082
H18 -2.8463 3.1695 -5.9562  0.089
H19 -2.8084 1.5259 -5.8397  0.048
H20 -1.1484 3.0878 -4.2751  0.053
C6 -0.1184 3.2158 1.6199  -0.143
O6 0.4581 1.9535 1.8238  -0.148
H21 -0.6625 3.2632 0.6881  0.078
H22 -0.8118 3.4121 2.4160  0.059
H23 0.5707 4.0730 1.6371  0.088
H24 0.2905 1.5474 0.9306  0.069
C7 4.2306 3.0942 2.9124  -0.156
O7 3.8823 1.8262 2.3773  -0.151
H25 5.0873 2.8884 3.5899  0.090
H26 4.4916 3.8366 2.1118  0.091
H27 3.3993 3.3912 3.4715  0.050
H28 2.9044 1.9115 2.2366  0.066
C8 2.4635 2.5953 -2.2046  -0.123
O8 1.1246 2.5062 -1.7179  -0.143
H29 2.9185 3.4857 -1.8203  0.075
H30 3.0628 1.7260 -1.9330  0.084
H31 2.5950 2.6485 -3.2559  0.060
H32 0.7272 1.5922 -1.7498  0.068
C9 0.0266 -4.2160 3.4088  -0.110
O9 1.2528 -3.4764 3.6716  -0.156
H33 -0.2791 -4.6656 4.3142  0.056
H34 -0.7778 -3.6088 2.9837  0.081
H35 0.2673 -5.0255 2.6717  0.088
H36 1.1767 -2.5416 3.4154  0.036
C10 -3.8671 -3.6020 -1.1113  -0.137
O10 -3.2624 -4.9291 -1.1953  -0.123
H37 -4.8538 -3.5846 -1.5483  0.065
H38 -4.0332 -3.2304 -0.0963  0.076
H39 -3.2032 -2.9028 -1.6541  0.044
H40 -3.4701 -5.4411 -0.4198  0.054
C11 -2.8196 -2.3806 -4.1748  -0.128
O11 -1.8963 -2.1282 -3.1204  -0.131
H41 -2.2893 -2.6085 -5.0756  0.070
H42 -3.3173 -3.3232 -3.9797  0.076
H43 -3.5904 -1.6859 -4.3555  0.064
H44 -1.4074 -1.3445 -3.2190  0.004
C12 -0.4347 -1.0132 0.2182  -0.109
O12 0.1971 0.1221 -0.2960  -0.164
H45 -1.0777 -0.6891 1.0342  0.075
H46 -1.0596 -1.4517 -0.5848  0.086
H47 0.3584 -1.6372 0.5796  0.077
H48 1.0495 -0.1444 -0.6645  0.045
C13 3.9357 -1.4214 1.6979  -0.080
O13 3.8168 -2.2699 0.5289  -0.120
H49 4.6422 -0.6956 1.4143  0.069
H50 2.9881 -1.0845 2.1532  0.070
H51 4.3375 -2.0065 2.4990  0.074
H52 3.6216 -3.1524 0.8174  0.082
C14 0.6983 0.2781 4.5943  -0.125
O14 0.8934 -0.3985 3.3404  -0.167
H53 -0.1738 0.9445 4.5071  0.067
H54 0.5337 -0.4528 5.3549  0.062
H55 1.5998 0.9068 4.7863  0.097
H56 0.8869 0.4045 2.7798  0.033
C15 0.9875 -0.4159 -4.5672  -0.058
O15 0.0725 0.0785 -3.4958  -0.167
H57 1.4599 0.4130 -5.0470  0.072
H58 1.6718 -1.0546 -4.1406  0.028
H59 0.4381 -0.9723 -5.3523  0.089
H60 -0.2582 0.9599 -3.8092  0.049
C16 -3.1545 0.7802 -1.7853  -0.126
O16 -3.2098 1.6475 -0.6571  -0.123
H61 -4.0256 0.8639 -2.4945  0.097
H62 -2.2713 1.0608 -2.4157  0.077
H63 -3.0325 -0.2526 -1.5346  0.051
H64 -4.0952 1.7890 -0.3388  0.080

Atomic forces in eV per Å
1.6 -0.6 0.3
0.4 -0.9 0.2
-1.1 1.1 -0.2
-0.2 0.2 0.3
0.4 0.0 0.1
-1.1 0.3 -0.8
-0.3 0.6 -0.5
-0.9 -0.7 0.8
0.0 0.2 -0.1
0.8 -1.2 0.5
-0.4 0.3 -0.2
0.7 0.7 -0.6
1.3 0.1 -1.6
0.0 0.0 -0.3
-0.8 -0.1 -0.1
-0.1 -0.3 1.7
-0.7 0.0 0.0
0.4 0.1 0.2
-0.9 0.7 1.0
0.2 -1.1 0.4
0.2 0.1 -0.6
0.9 -0.3 -0.5
0.0 0.1 0.4
0.0 0.3 -0.3
-0.5 0.7 1.1
1.5 0.8 0.5
0.1 0.5 -0.5
0.1 0.6 0.5
-0.5 -2.2 -1.4
-0.5 -0.3 -0.2
-0.2 1.3 0.5
0.1 -0.4 -1.6
-0.2 -0.1 -0.4
-0.5 0.1 0.5
0.3 -0.5 -0.1
0.7 -0.7 0.9
1.8 -0.7 -0.7
-1.6 0.0 -0.6
-0.4 0.6 -0.5
-0.1 -0.5 0.7
-1.0 1.2 1.1
1.2 -0.6 -0.2
0.0 -1.1 0.7
-0.6 -0.4 -0.3
0.1 0.4 0.6
0.0 0.0 0.5
-0.6 0.1 -1.4
0.9 1.0 -0.2
1.4 0.2 -1.6
-0.6 0.0 0.0
-0.5 -0.5 1.0
0.2 0.1 0.2
-0.2 0.6 0.6
-0.3 -0.2 -0.1
0.7 -0.3 0.0
-0.3 1.3 -0.3
-0.4 -0.2 -0.5
0.5 -0.3 0.2
-0.4 -0.5 0.4
-0.3 -0.1 0.4
1.2 -1.5 0.4
-1.7 -1.8 0.4
0.4 0.3 -0.9
-0.1 -0.2 0.6
-0.7 1.4 0.0
1.1 2.0 -0.7
-0.8 0.1 -0.5
0.2 2.0 -0.1
0.0 -0.2 0.1
0.4 -0.3 0.5
-0.1 -1.0 0.3
0.1 -0.5 -0.3
-0.8 -1.4 0.3
-0.1 0.7 0.2
0.4 1.3 0.0
0.1 0.4 -1.0
0.7 -0.4 0.5
-0.2 -0.6 0.2
0.4 0.7 -0.6
-0.1 0.9 0.2
0.2 -0.2 0.2
0.1 -0.3 0.6
-0.6 -0.5 0.3
0.0 -0.8 -0.6
-3.1 1.1 -0.1
0.8 0.3 -1.5
0.5 0.6 -0.2
1.6 -1.3 1.1
0.0 0.3 0.5
0.0 -1.1 0.1
0.0 0.8 -1.8
0.7 0.0 -0.1
0.5 0.1 0.9
-0.6 -0.1 0.7
0.0 -0.7 0.5
-0.6 -0.2 -0.1

Energy relative to the best compared isomer or geometry (same formula, charge and spin): 143.3 kcal/mol
LUMO: 0.6 eV
Orbital gap: 10.4608 eV